Here is a 12-piece molecular cluster, C11H44N13O14 overall at a distorted geometry from OMol25. Energies are from ωB97M-V with the def2-TZVPD basis set.

```
82
Properties=species:S:1:pos:R:3:forces:R:3:lowdin_charge:R:1
N -12.4694 -17.4180 20.0913 1.080 0.652 0.282 -0.540
O -12.1481 -16.3721 20.6737 -0.543 1.194 -0.087 -0.083
O -11.7251 -18.3624 20.1911 0.924 -2.208 -0.154 0.018
O -13.4861 -17.4707 19.4000 -1.184 0.140 -0.270 -0.051
C -12.1881 -17.7710 16.3170 1.260 -0.507 -0.885 -0.178
O -13.4218 -17.2834 16.7049 -0.723 0.011 0.244 -0.109
H -11.3267 -17.2213 16.6963 -0.045 0.813 -0.137 0.070
H -11.9087 -18.7726 16.6437 -0.812 -0.494 0.136 0.060
H -12.1878 -17.7916 15.2272 0.313 0.165 -0.016 0.087
H -13.5763 -17.6126 17.5933 0.094 0.146 0.354 0.011
C -9.8031 -19.7393 18.0874 -0.857 0.613 0.020 -0.192
O -8.9637 -20.0515 17.0034 0.495 -0.338 0.028 -0.096
H -10.1032 -18.6921 18.0500 0.164 0.236 0.188 0.050
H -10.7480 -20.2814 18.0498 0.011 -0.385 0.157 0.079
H -9.3299 -19.9106 19.0543 0.171 -0.283 -0.401 0.049
H -9.4954 -20.0624 16.2042 0.010 0.034 -0.011 0.074
C -15.3198 -17.5476 22.7796 -1.167 -0.457 0.468 -0.131
O -16.7645 -17.7955 22.7323 0.944 1.286 -0.489 -0.129
H -14.8912 -18.0428 21.9082 0.545 -0.483 0.544 0.062
H -15.0443 -16.4973 22.6841 -0.332 0.290 0.105 0.064
H -15.0918 -17.8617 23.7982 1.035 -0.415 -0.549 0.089
H -17.0230 -17.0011 22.2594 -0.996 -0.241 -0.133 0.051
C -11.7874 -17.8944 23.4564 -0.301 -1.294 0.476 -0.135
O -12.4467 -19.0276 24.0719 1.053 0.998 0.626 -0.146
H -11.0849 -17.4229 24.1437 -0.373 -0.028 0.391 0.082
H -11.1446 -18.2455 22.6492 -0.317 0.256 -0.449 0.049
H -12.5569 -17.1809 23.1616 0.301 0.147 -0.315 0.047
H -12.8136 -19.6123 23.4047 -0.307 0.007 -0.366 -0.009
C -10.2739 -21.0775 21.7766 -0.615 0.915 0.121 -0.165
O -9.6209 -22.3221 21.9660 0.138 0.390 -0.237 -0.102
H -11.0895 -20.9435 22.4871 -0.352 -0.212 -0.200 0.073
H -9.6932 -20.1657 21.9164 0.910 -0.215 0.346 0.057
H -10.6330 -20.9313 20.7578 -0.229 -0.763 -0.014 0.060
H -9.5429 -22.4366 22.9159 0.078 -0.099 0.015 0.075
C -14.5277 -13.6829 19.3993 -1.331 -0.268 -0.646 -0.763
O -15.1594 -12.6609 19.3780 -0.881 1.741 0.190 0.037
N -14.6369 -14.6458 20.3118 0.147 -1.823 2.419 0.166
N -13.7428 -14.0755 18.4031 1.119 0.114 -1.458 0.166
H -13.9847 -15.4072 20.1892 -0.446 -0.227 0.386 0.038
H -15.5015 -14.8746 20.7811 0.246 0.583 -0.119 0.107
H -13.7107 -13.4399 17.6189 0.640 -0.480 0.080 0.124
H -13.2560 -14.9546 18.5048 0.051 0.315 -0.903 0.080
C -7.1826 -17.4591 21.0334 -1.865 2.496 1.979 -0.765
O -7.4233 -16.4055 21.6041 -0.512 0.543 -0.167 0.032
N -8.0284 -18.3346 20.5692 -2.605 -2.340 -1.514 0.190
N -5.9729 -17.8718 20.9394 5.383 -1.045 -0.341 0.162
H -9.0356 -18.2635 20.5900 0.250 0.239 0.130 0.092
H -7.6017 -19.1911 20.2459 -0.789 0.054 -0.065 0.105
H -5.7160 -18.7316 20.4759 0.272 0.474 0.178 0.115
H -5.2928 -17.2068 21.2791 0.178 -0.488 -0.222 0.128
C -10.0379 -13.8389 18.6060 1.113 1.407 -2.127 -0.677
O -9.3008 -13.3118 17.7220 -1.780 -0.710 2.223 -0.030
N -11.0065 -13.2877 19.3611 -0.291 3.314 -0.082 0.154
N -10.0439 -15.1096 18.9400 0.674 -3.591 -0.100 0.162
H -11.1073 -12.2854 19.2883 -0.243 -0.255 0.200 0.117
H -11.6512 -13.8029 19.9433 0.369 0.296 -0.082 0.071
H -9.5676 -15.8204 18.4034 -0.013 0.335 0.139 0.112
H -10.7977 -15.3691 19.5601 0.535 -0.725 -0.167 0.045
C -16.9172 -18.4273 17.6754 -3.602 -4.678 0.602 -0.778
O -17.8775 -19.1738 17.3834 0.699 0.138 0.867 -0.024
N -16.0273 -18.6353 18.6288 1.115 -1.275 1.516 0.181
N -16.7413 -17.3288 17.0841 1.174 5.577 -3.219 0.178
H -16.1801 -19.4292 19.2342 0.577 0.245 -0.107 0.110
H -15.2146 -18.0361 18.6510 -0.292 -0.583 0.862 0.052
H -17.4229 -16.9902 16.4202 0.498 -0.244 0.005 0.132
H -15.8020 -16.9609 17.1328 -0.419 0.750 -0.501 0.098
C -14.2250 -21.1466 21.5459 1.167 -0.711 -4.380 -0.779
O -13.9200 -20.7262 22.5761 0.862 2.689 6.460 0.096
N -13.7853 -20.6464 20.3876 -0.107 0.134 -2.571 0.189
N -14.8552 -22.2867 21.3785 -2.205 -3.198 0.245 0.168
H -13.8477 -21.3245 19.6417 0.223 0.841 -0.377 0.103
H -13.3052 -19.7724 20.2273 0.136 -0.220 0.368 0.064
H -15.1006 -22.7803 22.2248 0.018 -0.017 -0.351 0.120
H -14.9784 -22.7441 20.4865 -0.124 0.217 0.407 0.108
C -10.4807 -14.2634 22.9076 0.755 -0.840 -0.846 -0.770
O -9.9532 -13.4051 23.5537 0.029 2.310 1.854 0.037
N -9.7484 -15.1599 22.2775 1.412 -2.062 -1.192 0.166
N -11.7773 -14.4701 22.6675 -2.593 1.021 0.400 0.163
H -10.1833 -15.7676 21.5980 0.432 -0.021 0.252 0.059
H -8.7453 -15.2006 22.3875 -0.342 0.017 -0.191 0.076
H -12.1013 -15.2957 22.1843 -0.020 0.443 0.267 0.035
H -12.4247 -13.7600 22.9785 0.015 -0.364 -0.085 0.111
```
Forces are in eV/Å.

Calculated total energy, hartree: -2210.77766
Net charge: -1
LUMO level, eV: 1.926
HOMO energy, Ha: -0.24784

=====

Here is C2H6ClCrN2O8 as an isolated structure at a distorted geometry from OMol25. Energies are from ωB97M-V with the def2-TZVPD basis set.

```
20
Properties=species:S:1:pos:R:3:forces:R:3:lowdin_charge:R:1
Cr -1.7228 1.5847 -4.2807 1.544 -0.934 1.177 1.293
Cl -0.1630 0.2856 -1.9663 2.066 -0.211 6.292 0.664
O 0.7631 -0.7076 -1.4735 -0.801 0.831 -1.179 -0.163
O -1.4977 -0.1350 -1.7203 -0.712 0.221 -1.629 -0.264
O 0.1017 1.5564 -1.3482 -0.583 -0.043 0.268 -0.245
O 0.1751 0.5682 -3.3304 -1.539 0.128 -4.974 -0.290
C 2.8299 1.2194 0.6005 0.146 -0.306 1.269 0.031
N 3.9675 1.8573 1.4262 0.569 2.250 -0.874 -0.377
O 4.8426 2.3905 0.6833 -1.697 -1.538 2.326 0.026
O 3.8728 1.9903 2.6595 0.274 -0.808 -2.894 0.059
H 1.9002 1.3980 1.1408 0.130 0.316 -0.070 0.087
H 2.9548 0.1366 0.6113 0.364 0.093 -0.136 0.092
H 2.8348 1.6306 -0.4089 0.231 -0.014 0.392 0.082
C -2.6477 -1.4692 1.3336 -0.081 -0.044 -0.191 0.045
N -3.4028 -2.6132 0.7117 -0.322 0.606 1.566 -0.449
O -2.8959 -3.0754 -0.2767 -0.310 -0.692 -0.679 0.065
O -4.4446 -2.9493 1.2644 0.989 0.081 -0.880 0.071
H -1.7663 -1.3173 0.7106 -0.223 0.104 0.168 0.070
H -2.3578 -1.7197 2.3540 -0.280 -0.065 -0.118 0.104
H -3.3439 -0.6309 1.3091 0.236 0.024 0.166 0.100
```
Forces are in eV/Å.

2S+1: 5
⟨S²⟩: 6.44
Calculated total energy, hartree: -2294.96547
Net charge: +1
LUMO level (spin up / spin down), eV: -10.381 / -7.743
HOMO energy (spin up / spin down), Ha: -0.47720 / -0.47721

=====

Here is C14H23BiN3S as an isolated structure from OMol25. Energies are from ωB97M-V with the def2-TZVPD basis set.

```
42
Properties=species:S:1:pos:R:3:forces:R:3:lowdin_charge:R:1
Bi 0.3180 1.5862 0.1351 -0.099 -0.071 -0.031 1.497
C -3.2602 1.3364 0.1719 -0.094 0.021 -0.040 -0.194
C -3.2474 1.8743 -1.2542 -0.042 -0.014 0.060 -0.203
N -1.9730 2.5143 -1.5612 0.066 0.090 0.125 -0.166
C -1.5147 2.3928 -2.9356 0.028 -0.023 -0.108 -0.280
C -1.2571 0.9450 -3.3652 -0.015 -0.013 0.008 -0.427
S -0.4735 -0.1656 -2.1481 -0.078 0.146 -0.160 0.814
C -1.8933 -1.1077 -1.4958 0.022 0.043 -0.017 -0.414
C -2.2028 -0.9191 -0.0117 0.005 -0.093 0.031 -0.262
N -2.1250 0.4559 0.4844 0.009 0.006 0.096 -0.198
H -3.2117 2.1791 0.8657 0.004 -0.011 -0.008 0.123
H -4.2148 0.8258 0.3507 0.031 0.013 0.020 0.129
H -3.4194 1.0691 -1.9651 -0.006 -0.017 0.006 0.097
H -4.0963 2.5576 -1.3666 0.020 -0.028 -0.013 0.133
H -2.0100 3.4958 -1.3098 -0.009 -0.025 -0.020 0.118
H -2.2234 2.8169 -3.6604 0.051 0.002 0.002 0.128
H -0.5901 2.9676 -3.0243 -0.011 -0.022 0.002 0.115
H -2.1728 0.4506 -3.6869 0.009 -0.015 -0.003 0.076
H -0.5911 0.9469 -4.2272 -0.018 0.002 -0.008 0.082
H -2.7495 -0.8708 -2.1234 0.019 -0.007 -0.008 0.070
H -1.6616 -2.1602 -1.6591 -0.013 0.013 -0.012 0.088
H -3.1962 -1.3512 0.1715 0.061 0.020 0.018 0.132
H -1.4900 -1.5048 0.5712 -0.009 0.040 0.004 0.111
H -2.0551 0.3987 1.4951 -0.023 -0.025 0.012 0.104
C 3.1110 1.0161 3.2750 -0.016 -0.006 -0.011 -0.055
C 3.1544 -0.3234 2.6082 -0.014 -0.054 -0.022 -0.214
C 3.9824 -1.3285 3.0805 -0.036 0.015 -0.035 -0.040
C 4.0282 -2.5657 2.4565 -0.020 -0.027 -0.044 -0.059
C 3.2412 -2.8144 1.3416 0.030 -0.015 0.032 -0.044
C 2.3928 -1.8423 0.8395 -0.020 -0.066 -0.037 -0.212
C 1.5730 -2.0905 -0.3895 0.100 -0.018 0.106 -0.068
C 2.3426 -0.5887 1.4794 0.118 -0.202 0.234 -0.341
N 1.5429 0.4081 1.0155 -0.041 0.380 -0.188 -0.388
H 3.7866 1.0437 4.1271 0.003 0.005 0.006 0.079
H 2.1034 1.2466 3.6247 -0.022 0.031 0.018 0.075
H 3.3988 1.8059 2.5792 -0.003 0.026 -0.013 0.079
H 4.6047 -1.1382 3.9451 0.008 0.011 0.022 0.114
H 4.6843 -3.3370 2.8349 0.019 -0.024 0.012 0.109
H 3.2916 -3.7774 0.8513 0.001 -0.038 -0.021 0.113
H 1.6635 -3.1251 -0.7135 -0.010 -0.023 -0.017 0.088
H 1.8915 -1.4444 -1.2103 -0.004 -0.014 0.017 0.062
H 0.5177 -1.8785 -0.1963 0.001 -0.013 -0.014 0.030
```
Forces are in eV/Å.

Calculated total energy, hartree: -1324.05092
Net charge: +1
LUMO level, eV: -4.052
HOMO energy, Ha: -0.38040

=====

Here is a 2-piece molecular cluster, C11H15N overall at a distorted geometry from OMol25. Energies are from ωB97M-V with the def2-TZVPD basis set.

```
27
Properties=species:S:1:pos:R:3:forces:R:3:lowdin_charge:R:1
C 1.3297 -1.1463 -0.9313 0.615 1.073 0.769 -0.073
C -0.0851 -1.1379 -1.0797 -5.155 -0.620 -2.586 -0.268
C -0.8500 -1.9457 -1.9979 -1.875 3.951 3.699 0.009
N -2.2531 -1.5558 -1.9270 3.669 1.144 1.459 0.059
C -2.3205 -0.4462 -1.0549 -0.547 -0.661 -0.002 -0.172
C -3.5115 0.3593 -0.8544 3.287 -0.720 0.172 -0.010
C -3.2879 1.5049 -0.1481 -0.101 -1.640 -0.874 -0.128
C -2.0771 1.6742 0.4936 0.272 3.552 2.278 -0.145
C -0.9223 0.9418 0.4946 -2.912 -2.516 -3.685 0.012
C -1.0075 -0.2052 -0.4605 -1.366 0.885 -0.021 -0.079
H 1.6115 -2.0403 -1.3968 1.368 -1.425 -0.162 0.065
H 1.4120 -1.0942 0.1634 1.254 -0.290 -0.439 0.087
H 1.8089 -0.3010 -1.4644 -0.084 -0.298 0.595 0.108
H -0.5869 -2.7812 -2.5253 0.754 -1.787 -1.357 0.072
H -3.0236 -1.9943 -2.3812 -0.166 -0.096 -0.193 0.127
H -4.4336 0.1124 -1.2790 -1.171 -0.334 -0.814 0.084
H -3.9990 2.2838 -0.1731 -0.800 0.640 0.492 0.090
H -2.1512 2.6518 1.0797 0.869 -1.358 -0.489 0.122
H -0.1082 1.3307 0.9866 1.901 0.245 0.990 0.056
C 3.3330 0.0297 2.3781 1.709 0.774 0.708 -0.159
C 2.7867 0.8850 1.3043 -0.306 1.216 -1.895 -0.199
H 2.7416 -0.7699 2.6874 -2.049 -0.611 1.357 0.037
H 4.1278 -0.6461 2.0653 0.958 0.836 -0.282 0.066
H 3.6582 0.7892 3.1720 -0.234 -1.984 -0.574 0.102
H 1.8782 0.7217 0.7820 -1.400 -1.217 0.497 -0.008
H 3.3506 0.9138 0.3677 0.980 0.530 0.493 0.079
H 2.5793 1.8658 1.6989 0.529 0.708 -0.139 0.066
```
Forces are in eV/Å.

Calculated total energy, hartree: -482.81510
Net charge: 0
SMILES string: Cc1c[nH]c2ccccc12.CC
Energy above the lowest of the compared OMol25 structures with the same formula, charge and spin, kJ/mol: 262.74
LUMO level, eV: 0.980
HOMO energy, Ha: -0.28349

=====

Which formula does entry 1 have?
C11H44N13O14

=====

Number 4 is which compound?
C11H15N